# 1
Formula: C10H40N18O10
Source: the OMol25 dataset
Level of theory: the ωB97M-V functional and the def2-TZVPD basis

Output
LUMO level (spin up / spin down) in eV: -2.6 / -8.5
Charge: +1
Calculated total energy in eV: -58313.490
Kohn-Sham gap (spin up / spin down) in Ha: 0.310 / 0.092
⟨S²⟩: 0.77
Multiplicity: 2
Energy above the lowest of the compared OMol25 structures with the same formula, charge and spin in kcal/mol: 0.0

The geometry in XYZ format:
```
78
Properties=species:S:1:pos:R:3:mulliken_charge:R:1
C -31.7106 8.6716 5.3024 -0.7688
O -30.4489 8.0805 5.1175 0.0972
H -31.6816 9.6874 4.9081 0.0901
H -32.5467 8.2010 4.7850 0.3830
H -32.0944 8.7527 6.3193 0.2889
H -30.6759 7.1547 5.0035 -0.1742
C -30.3173 4.5443 4.1581 0.5144
O -30.8252 5.0607 5.1636 -0.6623
N -29.4320 5.2128 3.4574 -0.3924
N -30.3558 3.2908 3.7695 -0.4271
H -29.3976 6.2205 3.5159 0.1617
H -28.6401 4.7733 3.0104 0.2152
H -30.8434 2.6124 4.3372 0.2505
H -29.7906 3.0579 2.9656 0.1885
C -30.1957 12.0370 6.8967 0.6324
O -30.7323 12.6971 6.0160 -0.5010
N -30.8453 11.1531 7.6579 0.4939
N -28.9385 12.1350 7.2283 -0.3027
H -31.8198 11.0982 7.3980 0.2422
H -30.4258 10.6003 8.3917 0.1468
H -28.3870 11.4938 7.7804 0.1754
H -28.3889 12.8093 6.7150 0.2546
C -33.4114 5.6646 7.3567 0.5771
O -34.4098 5.8506 8.0192 -0.7518
N -33.4219 5.4838 6.0830 -0.2338
N -32.2082 5.5986 7.8207 -0.1872
H -32.5592 5.1880 5.6490 0.3296
H -34.3265 5.4219 5.6381 0.1772
H -31.5397 5.1617 7.2024 0.1717
H -32.0252 5.7570 8.8013 0.1543
C -30.9236 12.2489 1.8304 0.6650
O -31.8631 13.0142 1.8899 -0.6517
N -30.3382 11.6278 2.8790 -0.2021
N -30.4283 11.9367 0.6599 -0.4266
H -30.6710 11.7192 3.8282 0.0491
H -29.4377 11.2462 2.6268 0.1446
H -30.8734 12.3701 -0.1365 0.2423
H -29.5124 11.5144 0.6063 0.1662
C -27.9715 5.8079 7.6212 0.4923
O -27.4733 5.5755 8.7285 -0.7290
N -27.6382 5.3217 6.4336 -0.2171
N -28.8090 6.7843 7.4283 0.1522
H -28.1098 5.5210 5.5630 0.1161
H -26.8554 4.6843 6.3997 0.2111
H -29.0791 7.2882 8.2609 0.0635
H -28.8661 7.3632 6.6026 -0.0427
C -34.2681 10.0746 8.6321 0.6925
O -33.5382 10.2884 7.6568 -0.7095
N -34.5563 10.9166 9.5484 -0.4352
N -34.8566 8.9471 8.8923 -0.3305
H -33.9612 11.7295 9.4766 0.2235
H -35.2162 10.7850 10.3016 0.1613
H -35.5887 8.9823 9.5872 0.1676
H -34.7113 8.2520 8.1742 0.1775
C -30.5826 8.8217 10.4450 0.7220
O -29.8513 9.6681 9.9521 -0.8126
N -31.5556 8.2534 9.7459 -0.0511
N -30.4163 8.2555 11.5766 -0.3771
H -32.3011 7.8421 10.2891 0.3220
H -31.7598 8.6577 8.8431 -0.3124
H -29.6113 8.3849 12.1726 0.2571
H -31.2216 7.8222 12.0052 0.1631
C -35.0824 9.7606 1.9334 0.5929
O -35.5459 9.0793 1.0201 -0.6824
N -35.7886 10.5755 2.6755 -0.3764
N -33.8047 9.6928 2.2790 -0.1967
H -36.7317 10.7422 2.3546 0.2384
H -35.3997 11.2969 3.2658 0.1965
H -33.4743 10.4967 2.7934 0.0436
H -33.2014 8.9776 1.8986 0.1615
C -26.4539 8.5686 4.9881 0.7720
O -26.7812 7.9104 4.0196 -0.6603
N -25.2450 8.5703 5.4765 -0.4448
N -27.2400 9.4245 5.5745 -0.2148
H -24.9371 9.2071 6.1975 0.1626
H -24.7384 7.7713 5.1229 0.2377
H -26.9818 9.9400 6.4038 0.1014
H -28.2147 9.5428 5.3380 0.0342
```

***

# 2
Formula: C10H40N20O10
Source: the OMol25 dataset
Level of theory: the ωB97M-V functional and the def2-TZVPD basis

Output
LUMO level in eV: 0.2
Charge: 0
Calculated total energy in eV: -61306.804
Kohn-Sham gap in Ha: 0.323
Energy above the lowest of the compared OMol25 structures with the same formula, charge and spin in kcal/mol: 22.3

The geometry in XYZ format:
```
80
Properties=species:S:1:pos:R:3:mulliken_charge:R:1
C 0.4190 3.3083 -2.6421 0.6135
O -0.8039 3.3686 -2.6375 -0.5988
N 1.1267 2.3292 -2.0273 -0.1665
N 1.1961 4.1492 -3.4093 -0.4032
H 2.1021 2.3532 -2.2553 0.2790
H 0.6776 1.6782 -1.3954 -0.2469
H 0.8129 4.9756 -3.8233 0.2183
H 2.1205 3.8475 -3.6522 0.1514
C -1.8889 -0.0145 -2.9049 0.4527
O -2.4114 1.0831 -2.7976 -0.5918
N -0.6732 -0.2453 -3.4804 -0.2831
N -2.4155 -1.1293 -2.2988 -0.0872
H 0.0065 0.4905 -3.4135 0.1703
H -0.4440 -1.1685 -3.7899 0.2331
H -3.3298 -1.1102 -1.8846 0.1073
H -1.9069 -1.9915 -2.3487 0.0875
C 0.8294 -3.8951 -0.4478 0.4204
O 0.0901 -3.3025 -1.2807 -0.8240
N 1.0387 -3.4337 0.7843 -0.2868
N 1.4521 -5.0112 -0.8694 -0.4112
H 1.6484 -3.8363 1.4676 0.1746
H 0.6430 -2.5124 0.9223 0.2015
H 1.2617 -5.2993 -1.8297 0.4026
H 1.8803 -5.5535 -0.1383 0.1532
C 4.8407 1.6351 -0.0816 0.4525
O 6.0366 1.6181 -0.3285 -0.6835
N 3.8694 0.8697 -0.7119 -0.1694
N 4.3008 2.3784 0.9114 -0.1893
H 3.0007 0.6374 -0.2544 0.1831
H 4.1034 0.3746 -1.5523 0.1685
H 3.3145 2.5269 1.0452 0.0593
H 4.9119 2.9459 1.4726 0.1821
C 1.6819 4.2953 1.1092 0.4946
O 1.5180 3.1890 1.6525 -0.4911
N 2.1091 4.4589 -0.1614 -0.2782
N 1.3733 5.4319 1.7775 -0.4528
H 2.3155 5.3669 -0.5251 0.1992
H 2.3610 3.6047 -0.6247 0.0823
H 1.4970 6.3529 1.4079 0.1479
H 1.0281 5.2416 2.7033 0.2346
C 0.9297 2.3403 5.5611 0.5290
O -0.2664 2.1587 5.2961 -0.6812
N 1.4461 2.4760 6.8032 -0.4401
N 1.8658 2.3822 4.5736 -0.3450
H 0.7518 2.4602 7.5333 0.2639
H 2.3523 2.8837 6.9148 0.1976
H 1.4915 2.3262 3.6355 0.1768
H 2.7585 1.9822 4.7997 0.2472
C -2.8872 0.6199 3.0129 0.4227
O -3.6848 0.2558 2.1469 -0.6113
N -2.2922 -0.2604 3.8660 -0.2496
N -2.5303 1.9127 3.2151 -0.4203
H -2.5436 -1.2252 3.7782 0.1967
H -1.7095 0.0748 4.6150 0.1611
H -1.8409 2.0610 3.9374 0.2777
H -2.7750 2.5975 2.5244 0.2229
C -4.2906 -2.8695 -0.6055 0.4522
O -5.3318 -2.2859 -0.9005 -0.6404
N -3.6527 -2.6388 0.5749 -0.3187
N -3.6134 -3.6606 -1.4840 -0.3568
H -4.1070 -2.0291 1.2377 0.1788
H -2.9819 -3.3133 0.8995 0.1787
H -2.7764 -4.0618 -1.1087 0.2003
H -3.9541 -3.6171 -2.4239 0.2340
C -0.6059 -5.1765 -4.0345 0.6234
O 0.4502 -5.5617 -3.5225 -0.7664
N -1.0981 -5.7300 -5.1674 -0.4185
N -1.4142 -4.2679 -3.4337 -0.0050
H -1.9081 -5.3805 -5.6429 0.1594
H -0.7036 -6.5874 -5.5079 0.2354
H -2.3455 -4.0407 -3.7136 0.1986
H -1.0403 -3.9049 -2.5509 -0.0739
C 0.0368 -0.0120 0.2064 0.7553
O 1.0576 0.0255 -0.5144 -0.8237
N -0.3168 1.0296 0.9895 0.2057
N -0.8699 -1.0045 0.1290 0.3705
H -1.1892 1.0536 1.4824 0.0397
H 0.3817 1.7554 1.0497 0.0621
H -0.7845 -1.7594 -0.5578 -0.2033
H -1.7016 -1.0156 0.6985 0.0589
```

***

# 3
Formula: C10H40O10
Source: the OMol25 dataset
Level of theory: the ωB97M-V functional and the def2-TZVPD basis

Output
LUMO level in eV: -0.1
Charge: 0
Calculated total energy in eV: -31488.053
Kohn-Sham gap in Ha: 0.338
Energy above the lowest of the compared OMol25 structures with the same formula, charge and spin in kcal/mol: 117.5

The geometry in XYZ format:
```
60
Properties=species:S:1:pos:R:3:mulliken_charge:R:1
C -7.4930 -19.3973 7.0732 -0.5722
O -7.2909 -20.7043 7.4752 -0.4561
H -6.7494 -19.2798 6.2849 0.2491
H -8.4842 -19.2081 6.6611 0.1158
H -7.3120 -18.7309 7.9165 0.3858
H -7.6262 -20.7379 8.3741 0.2398
C -9.1144 -23.4304 5.9739 0.5609
O -9.8994 -23.1383 4.8593 -0.5274
H -9.2944 -22.7079 6.7699 0.0965
H -9.1474 -24.4317 6.4033 -0.4845
H -8.0571 -23.3601 5.7183 0.0434
H -9.6591 -22.2521 4.5791 0.3122
C -9.2157 -27.5726 7.6511 -0.1829
O -10.0631 -28.1521 6.6352 -0.6184
H -8.1726 -27.8481 7.4956 0.2975
H -9.3784 -26.4952 7.6256 -0.1454
H -9.4810 -27.9746 8.6289 0.2891
H -9.8659 -27.6694 5.8292 0.3153
C -4.2707 -22.2044 6.0240 -0.6949
O -5.5745 -22.6001 6.4850 -0.3984
H -3.6761 -21.7865 6.8364 0.3111
H -3.7716 -23.0980 5.6494 0.2296
H -4.2940 -21.4706 5.2183 0.2806
H -6.0779 -21.7902 6.5955 0.2191
C -10.9938 -18.3606 1.9829 -0.5598
O -11.0971 -19.7462 2.0639 -0.5475
H -11.4060 -17.9803 1.0482 0.2642
H -11.3592 -17.9355 2.9177 0.2184
H -9.9387 -18.0875 2.0018 0.2159
H -10.6941 -20.0318 2.8871 0.3808
C -12.0676 -21.7399 6.7077 -0.0694
O -12.6481 -22.7303 5.8001 -0.4534
H -11.7083 -22.2491 7.6020 0.0935
H -11.1486 -21.3087 6.3106 -0.2573
H -12.7734 -20.9664 7.0102 0.4399
H -13.5072 -22.4420 5.4834 0.2625
C -8.2254 -20.6483 3.8398 -0.7112
O -9.5866 -20.5023 4.3398 -0.2118
H -7.5424 -21.0237 4.6017 0.0838
H -8.2350 -21.3541 3.0092 0.3105
H -8.0032 -19.6234 3.5424 0.4194
H -9.5869 -19.6830 4.8401 0.1571
C -6.0375 -25.6207 6.6845 -0.3116
O -5.8322 -25.0403 7.9795 -0.5305
H -6.9451 -25.2438 6.2131 -0.0052
H -5.2324 -25.5258 5.9559 0.2448
H -6.1275 -26.6957 6.8407 0.2655
H -5.7598 -24.1206 7.7141 0.4329
C -12.2540 -25.5403 7.7641 -0.4038
O -11.7924 -25.9928 6.5192 -0.5846
H -13.2108 -25.0200 7.8096 0.2463
H -12.3527 -26.3824 8.4491 0.3330
H -11.4656 -24.8540 8.0731 -0.0025
H -11.2059 -26.7412 6.6517 0.4070
C -8.8958 -23.7953 10.2015 -0.4553
O -9.0722 -25.1561 10.6187 -0.5133
H -8.8068 -23.7754 9.1153 0.0000
H -9.7368 -23.1502 10.4559 0.3236
H -7.9902 -23.2910 10.5387 0.3632
H -8.2118 -25.5472 10.4503 0.2893
```

***

# 4
Formula: C10H40O10
Source: the OMol25 dataset
Level of theory: the ωB97M-V functional and the def2-TZVPD basis

Output
LUMO level in eV: 0.2
Charge: 0
Calculated total energy in eV: -31487.376
Kohn-Sham gap in Ha: 0.385
Energy above the lowest of the compared OMol25 structures with the same formula, charge and spin in kcal/mol: 133.1

The geometry in XYZ format:
```
60
Properties=species:S:1:pos:R:3:mulliken_charge:R:1
C -3.5522 -4.2331 -2.8369 -0.5080
O -2.7151 -3.8411 -1.7572 -0.4670
H -3.2625 -5.1819 -3.2884 0.2233
H -4.5976 -4.2264 -2.5283 0.2473
H -3.5058 -3.5046 -3.6464 0.1998
H -2.5610 -2.8962 -1.8286 0.3031
C -0.8640 -6.3793 2.4515 -0.6003
O -0.8260 -4.9780 2.3090 -0.4779
H -0.1381 -6.9406 1.8632 0.2490
H -0.8088 -6.7543 3.4735 0.2387
H -1.8572 -6.5928 2.0566 0.2866
H -1.1031 -4.7972 1.4078 0.3058
C 0.6387 6.8721 3.6223 -0.4983
O 1.8795 7.3987 4.0234 -0.4911
H 0.0100 6.6717 4.4899 0.2340
H 0.1263 7.6603 3.0707 0.2452
H 0.7092 5.9277 3.0826 0.2044
H 1.6592 7.9798 4.7551 0.3059
C 2.7221 2.9274 -4.3528 -0.4926
O 3.1995 4.0268 -3.6081 -0.5011
H 1.8673 2.4520 -3.8717 0.1928
H 2.3629 3.2192 -5.3397 0.2298
H 3.5056 2.1751 -4.4440 0.2714
H 3.7556 3.6870 -2.9032 0.2997
C -4.3805 0.6023 -6.1297 -0.4338
O -5.5855 -0.0924 -6.3624 -0.5096
H -3.8162 0.2461 -5.2678 0.1768
H -3.8459 0.3817 -7.0536 0.2382
H -4.5525 1.6676 -5.9761 0.2170
H -5.8699 0.1122 -7.2561 0.3113
C 3.4817 -3.4163 -1.9253 -0.4749
O 4.0650 -4.4086 -2.7832 -0.5042
H 2.4776 -3.7426 -1.6544 0.2213
H 4.0196 -3.2047 -1.0012 0.2597
H 3.3292 -2.4969 -2.4906 0.1953
H 4.6267 -4.9413 -2.2155 0.3038
C -0.0135 0.6389 0.0381 -0.5113
O -1.0844 0.4022 -0.8542 -0.4641
H 0.3099 -0.2300 0.6113 0.2311
H 0.8800 0.9512 -0.5023 0.2147
H -0.2129 1.4680 0.7170 0.2463
H -1.3584 1.2628 -1.1798 0.2840
C 1.0389 1.5785 6.9512 -0.4595
O -0.1401 1.0625 7.4002 -0.4936
H 1.0740 2.6010 7.3271 0.1956
H 1.8592 0.9849 7.3547 0.2282
H 1.1153 1.6331 5.8653 0.2286
H -0.3505 0.2667 6.9062 0.3008
C -1.6815 5.5421 -3.5006 -0.5423
O -2.2874 4.8708 -2.4363 -0.4928
H -1.7001 5.0660 -4.4809 0.2151
H -2.1154 6.5330 -3.6349 0.2631
H -0.6673 5.7953 -3.1918 0.2580
H -2.6618 5.5156 -1.8316 0.3004
C 3.0428 -4.6857 5.7318 -0.4466
O 2.9949 -4.0337 4.4753 -0.4862
H 2.5474 -5.6494 5.6131 0.2320
H 4.1193 -4.8023 5.8571 0.1848
H 2.6053 -4.0867 6.5305 0.2168
H 2.0925 -4.0637 4.1489 0.2955
```